Record 1
The following is a quantum chemistry calculation of a cluster of 11 separate species, C28H81N3O11 in total at a distorted geometry, from OMol25.

Energy ... -57335.0984 eV
Lowest unoccupied orbital energy ... 0.340 eV

The geometry in ORCA input format:
```
! RIJCOSX wB97M-V def2-TZVPD def2/J DEFGRID3
* xyz 0 1
C -3.461 2.800 -16.995
O -2.646 2.766 -18.172
C -2.701 1.481 -18.770
C -1.531 1.436 -19.749
C -1.717 0.235 -20.617
N -0.264 1.395 -19.060
H -4.441 2.937 -17.452
H -3.381 3.701 -16.387
H -3.423 1.858 -16.449
H -2.743 0.641 -18.078
H -3.615 1.438 -19.363
H -1.359 2.236 -20.469
H -0.781 0.157 -21.171
H -2.436 0.377 -21.424
H -1.819 -0.745 -20.150
H 0.443 1.632 -19.741
H -0.269 2.151 -18.390
C 0.537 -1.559 -16.329
O 1.164 -0.901 -15.258
C 0.381 0.098 -14.549
C 0.048 1.397 -15.361
C 1.241 2.008 -16.150
N -0.506 2.425 -14.465
H 0.414 -0.865 -17.161
H -0.475 -1.852 -16.050
H 1.199 -2.405 -16.518
H -0.480 -0.359 -14.062
H 0.989 0.480 -13.729
H -0.628 1.155 -16.181
H 0.848 2.905 -16.628
H 1.557 1.364 -16.971
H 2.084 2.169 -15.478
H -1.192 2.033 -13.836
H -1.037 2.958 -15.139
C -1.805 -4.547 -17.909
O -3.201 -4.724 -18.009
C -3.656 -5.213 -19.291
C -3.584 -4.009 -20.283
C -4.259 -2.638 -19.751
N -4.317 -4.502 -21.466
H -1.723 -4.551 -16.822
H -1.412 -3.658 -18.402
H -1.057 -5.210 -18.345
H -3.126 -6.060 -19.726
H -4.648 -5.551 -18.994
H -2.536 -3.840 -20.534
H -5.190 -2.768 -19.199
H -4.508 -1.993 -20.594
H -3.480 -2.184 -19.139
H -4.614 -3.771 -22.096
H -5.082 -5.122 -21.240
C -5.678 2.374 -12.074
C -4.541 3.051 -12.840
O -4.445 4.441 -12.674
H -5.443 1.323 -11.903
H -6.549 2.446 -12.725
H -5.908 2.903 -11.149
H -4.636 2.850 -13.907
H -3.570 2.721 -12.471
H -3.871 4.521 -11.909
C -2.058 -2.567 -23.542
C -2.836 -2.308 -24.799
O -3.540 -3.433 -25.112
H -1.479 -1.691 -23.247
H -1.464 -3.473 -23.660
H -2.566 -2.602 -22.578
H -2.166 -1.904 -25.557
H -3.625 -1.579 -24.612
H -3.145 -3.744 -25.931
C 5.906 0.911 -19.715
C 5.032 2.088 -19.611
O 3.814 1.683 -20.183
H 6.885 1.221 -19.348
H 6.067 0.425 -20.677
H 5.594 0.145 -19.005
H 5.484 2.952 -20.098
H 5.016 2.232 -18.531
H 3.256 2.464 -20.158
C -1.637 7.621 -18.944
C -2.198 6.203 -18.901
O -1.233 5.125 -18.765
H -0.972 7.848 -18.112
H -2.412 8.388 -18.935
H -1.010 7.820 -19.813
H -2.839 6.046 -19.769
H -2.856 6.129 -18.035
H -1.610 4.253 -18.626
C -3.458 -0.709 -13.865
C -3.514 -1.637 -15.063
O -2.749 -2.722 -14.756
H -4.106 0.135 -14.099
H -2.502 -0.258 -13.601
H -3.849 -1.202 -12.975
H -3.346 -1.234 -16.062
H -4.556 -1.950 -15.013
H -3.126 -3.436 -15.275
C -0.706 4.511 -22.468
C 0.578 4.218 -21.666
O 0.882 2.837 -21.695
H -0.690 4.245 -23.525
H -0.904 5.564 -22.271
H -1.580 3.938 -22.156
H 0.665 4.483 -20.613
H 1.443 4.650 -22.169
H 1.353 2.569 -22.487
C -5.649 1.293 -22.625
C -4.743 2.536 -22.872
O -4.749 2.946 -24.246
H -5.365 0.834 -21.678
H -5.580 0.474 -23.341
H -6.705 1.501 -22.456
H -3.703 2.292 -22.653
H -4.932 3.368 -22.195
H -5.659 3.220 -24.385
C -8.760 3.351 -17.524
C -8.153 2.326 -18.552
O -8.706 2.563 -19.824
H -8.276 3.277 -16.550
H -9.769 3.151 -17.165
H -8.696 4.408 -17.784
H -8.514 1.323 -18.323
H -7.069 2.412 -18.618
H -9.473 3.126 -19.696
*
```

Record 2
The following is a quantum chemistry calculation of a cluster of 7 separate species, C28H82Cl2N14O8P4 in total at a distorted geometry, from OMol25.

Energy ... -129804.3134 eV
Lowest unoccupied orbital energy ... -0.154 eV

The geometry in ORCA input format:
```
! RIJCOSX wB97M-V def2-TZVPD def2/J DEFGRID3
* xyz 0 1
C 3.997 0.968 -3.160
N 4.897 0.023 -2.586
C 6.307 0.292 -2.915
P 4.326 -1.204 -1.457
O 2.847 -1.395 -1.395
N 5.190 -2.579 -2.039
C 4.627 -3.575 -2.926
C 6.637 -2.792 -1.757
N 5.047 -0.787 0.019
C 5.016 0.612 0.518
C 5.002 -1.745 1.105
H 3.938 0.864 -4.243
H 4.208 1.939 -2.711
H 2.963 0.773 -2.875
H 6.805 -0.600 -3.292
H 6.847 0.778 -2.102
H 6.407 1.045 -3.697
H 5.392 -3.895 -3.633
H 4.151 -4.394 -2.385
H 3.951 -3.009 -3.567
H 6.986 -2.156 -0.944
H 6.864 -3.782 -1.362
H 7.194 -2.630 -2.680
H 5.302 0.631 1.570
H 5.566 1.344 -0.073
H 3.959 0.877 0.513
H 5.465 -1.500 2.061
H 5.237 -2.750 0.754
H 3.963 -1.834 1.422
C 0.782 -3.479 2.085
N 1.248 -4.790 1.636
C 2.689 -4.959 1.219
P 0.163 -5.985 1.072
O 0.594 -7.392 0.936
N -1.158 -5.907 2.153
C -0.944 -6.105 3.572
C -2.569 -6.088 1.729
N -0.460 -5.227 -0.394
C -0.014 -5.724 -1.705
C -1.108 -3.909 -0.490
H -0.281 -3.538 2.320
H 0.860 -2.697 1.330
H 1.257 -3.182 3.020
H 2.718 -5.624 0.356
H 3.202 -5.457 2.043
H 3.227 -4.032 1.019
H -0.062 -5.530 3.853
H -1.826 -5.813 4.143
H -0.632 -7.138 3.725
H -3.223 -5.548 2.414
H -2.744 -5.796 0.694
H -2.932 -7.116 1.707
H -0.121 -6.805 -1.791
H -0.631 -5.427 -2.552
H 0.997 -5.398 -1.950
H -0.365 -3.266 -0.962
H -1.441 -3.488 0.458
H -1.982 -3.879 -1.140
C -5.184 -2.409 6.115
N -4.288 -2.384 4.882
C -3.907 -3.732 4.297
P -4.462 -1.001 3.954
O -5.881 -0.717 3.404
N -3.909 0.204 5.048
C -2.925 -0.065 6.121
C -3.854 1.600 4.634
N -3.276 -1.229 2.774
C -1.840 -1.074 3.061
C -3.603 -1.799 1.496
H -6.221 -2.597 5.836
H -5.209 -1.541 6.774
H -4.835 -3.167 6.816
H -4.187 -4.505 5.013
H -2.844 -3.887 4.116
H -4.532 -3.894 3.418
H -3.087 -0.959 6.723
H -1.928 -0.232 5.714
H -2.898 0.775 6.815
H -4.706 1.906 4.027
H -3.903 2.168 5.563
H -2.937 1.824 4.089
H -1.140 -1.439 2.309
H -1.550 -0.024 3.077
H -1.508 -1.613 3.949
H -4.640 -1.534 1.291
H -3.584 -2.881 1.628
H -2.897 -1.527 0.711
C -1.861 8.054 -3.216
N -0.788 7.119 -3.548
C 0.461 7.652 -3.948
P -1.390 5.549 -3.903
O -2.504 4.989 -3.022
N -1.750 5.538 -5.600
C -2.195 6.632 -6.382
C -2.295 4.243 -6.110
N 0.094 4.555 -3.805
C 0.718 4.395 -2.486
C 1.057 4.485 -4.931
H -2.480 7.640 -2.420
H -2.567 8.140 -4.041
H -1.514 9.056 -2.962
H 0.721 8.570 -3.420
H 0.415 7.913 -5.006
H 1.323 6.990 -3.867
H -2.235 6.301 -7.420
H -3.184 6.944 -6.047
H -1.446 7.415 -6.265
H -1.844 3.414 -5.564
H -3.321 4.227 -5.742
H -2.160 4.101 -7.182
H 0.016 3.927 -1.795
H 1.558 3.700 -2.505
H 0.903 5.332 -1.961
H 1.835 5.241 -4.833
H 0.561 4.523 -5.902
H 1.556 3.518 -4.873
C 1.121 0.920 1.288
N 1.051 1.544 -0.031
O 0.133 1.214 -0.768
O 1.974 2.251 -0.408
H 1.611 1.641 1.943
H 1.611 -0.039 1.124
H 0.089 0.928 1.638
C 0.935 4.072 4.605
N 0.078 3.288 5.440
O 0.448 2.261 5.916
O -1.055 3.726 5.624
H 0.513 5.072 4.507
H 0.827 3.651 3.605
H 1.936 3.991 5.028
Cl -2.734 -0.459 -1.891
C -3.063 1.322 -1.949
C -3.963 1.641 -3.140
Cl -3.163 1.154 -4.671
H -2.084 1.783 -2.084
H -3.505 1.585 -0.988
H -4.143 2.716 -3.155
H -4.901 1.089 -3.196
*
```